Entry i
# C14H25N3O5

A 2-piece molecular cluster, C14H25N3O5 overall (ωB97M-V/def2-TZVPD, OMol25).

Last column: natural (NBO) charge in e.
Positions of all 47 atoms, in Å:
C -2.265 -4.000 -2.536  -0.3446
C -1.257 -3.253 -2.070  -0.2233
C -1.188 -2.849 -0.621  -0.4598
C 0.048 -1.997 -0.228  0.0994
C 0.023 -0.777 -1.157  -0.4312
C 0.800 0.435 -0.711  -0.0732
O 1.288 1.087 -1.878  -0.5618
C 1.548 2.402 -1.575  0.6467
O 2.639 2.762 -1.201  -0.5315
N 1.303 -2.767 -0.370  -0.6201
C 1.694 -3.070 0.894  0.7328
N 2.944 -3.250 1.204  -0.6721
N 0.666 -3.056 1.835  -0.6605
C -0.057 -1.785 1.316  0.2694
O 0.672 -0.749 1.836  -0.5433
C -0.052 0.090 2.777  -0.0554
C 0.623 1.460 2.934  -0.4350
C -0.114 2.565 2.151  -0.6133
H -2.503 -4.028 -3.586  0.2168
H -2.875 -4.564 -1.845  0.1930
H -0.481 -2.934 -2.750  0.2067
H -1.302 -3.714 0.037  0.1995
H -2.046 -2.214 -0.429  0.2462
H 0.484 -1.085 -2.091  0.2355
H -0.996 -0.496 -1.393  0.2411
H 0.133 1.108 -0.191  0.2007
H 1.625 0.203 -0.047  0.1828
H 0.690 3.062 -1.697  0.1651
H 1.281 -3.561 -0.998  0.4343
H 3.681 -2.922 0.601  0.4418
H 3.184 -3.740 2.050  0.4365
H 0.120 -3.884 1.596  0.3891
H -1.062 -1.889 1.708  0.2144
H -0.112 -0.434 3.729  0.1783
H -1.063 0.240 2.407  0.1809
H 1.644 1.381 2.579  0.2197
H 0.606 1.684 3.995  0.2156
H -0.795 2.103 1.453  0.2050
H 0.584 3.157 1.569  0.2294
H -0.662 3.265 2.767  0.2362
C -1.012 5.314 -2.262  -0.7474
C -1.817 4.904 -0.996  0.7559
O -2.472 3.833 -1.071  -0.8144
O -1.713 5.686 -0.032  -0.7768
H -1.146 4.592 -3.071  0.1877
H -1.345 6.293 -2.606  0.2115
H 0.051 5.392 -2.023  0.1918

Results
LUMO (hartree): -0.076
Orbital gap (eV): 3.85
Net charge: 0


Entry ii
# C14H25N3O5

A single C14H25N3O5 molecule (ωB97M-V/def2-TZVPD, OMol25).

Last column: natural (NBO) charge in e.
Positions of all 47 atoms, in Å:
C -2.814 0.352 -4.126  -0.6080
C -1.933 1.620 -3.643  -0.2133
N -1.678 1.466 -2.255  -0.6317
C -0.583 1.756 -1.478  0.8968
O 0.485 1.931 -2.059  -0.6761
O -0.746 1.832 -0.135  -0.5243
C 0.435 1.341 0.603  -0.0932
C 0.039 0.700 1.909  -0.1114
C 0.494 1.016 3.184  0.3368
O 1.330 2.081 3.335  -0.4907
C 2.238 1.940 4.525  -0.2655
C -0.052 0.105 4.219  -0.2685
N -0.857 -0.806 3.323  -0.4616
C -1.789 -1.892 3.814  -0.3940
C -0.870 -0.491 1.860  -0.0735
C -0.283 -1.642 1.069  -0.0770
O -0.351 -1.260 -0.311  -0.5341
C 0.676 -1.826 -0.982  0.8829
O 1.010 -3.028 -0.866  -0.6590
N 1.193 -1.074 -1.996  -0.6201
C 2.074 -1.666 -3.002  -0.2225
C 2.553 -0.559 -3.860  -0.6113
H -2.365 -0.589 -3.979  0.2139
H -2.916 0.442 -5.256  0.2040
H -3.831 0.338 -3.779  0.2044
H -2.467 2.619 -3.846  0.1930
H -0.972 1.533 -4.235  0.2245
H -2.479 1.630 -1.729  0.3778
H 1.036 0.561 0.105  0.2171
H 1.139 2.249 0.744  0.2140
H 2.886 2.803 4.306  0.2065
H 1.773 2.055 5.482  0.1807
H 2.815 1.067 4.637  0.1830
H 0.680 -0.459 4.751  0.1976
H -0.771 0.611 4.832  0.1990
H -2.414 -2.390 3.011  0.2095
H -1.335 -2.514 4.419  0.1832
H -2.661 -1.422 4.345  0.1698
H -1.904 -0.202 1.584  0.1982
H 0.824 -1.877 1.285  0.2084
H -0.890 -2.551 1.224  0.1974
H 0.643 -0.371 -2.347  0.4037
H 2.964 -2.249 -2.630  0.2142
H 1.659 -2.423 -3.660  0.1890
H 3.237 -0.953 -4.597  0.2119
H 3.066 0.267 -3.330  0.2216
H 1.714 -0.072 -4.464  0.1968

Results
LUMO (hartree): 0.025
Orbital gap (eV): 8.79
Net charge: 0


Most stable structure - entry ii; separation to the second - 210.8 kJ/mol.